Computed, not measured: a 2-piece molecular cluster, C5H5ClN2 overall at a distorted geometry, with the ωB97M-V functional and the def2-TZVPD basis.

Values from the calculation:
* structure (SMILES): C#Cn1cccn1.Cl
* lowest unoccupied orbital energy: 0.787 eV
* energy above the lowest of the compared OMol25 structures with the same formula, charge and spin: 2.8387 eV
* HOMO: -9.1 eV

Last columns: bonded neighbours and bond lengths (Å).
Positions of all 13 atoms, in Å:
1 C -2.005 0.711 0.291  C2 1.461, C3 1.377, H9 1.006
2 C -1.626 0.477 -1.101  C1 1.461, N6 1.307, H10 1.060
3 C -1.043 0.046 1.017  C1 1.377, N7 1.379, H11 1.020
4 C 1.920 -1.868 0.062  C5 1.201, H13 1.078
5 C 0.972 -1.157 0.254  C4 1.201, N7 1.338
6 N -0.472 -0.127 -1.199  C2 1.307, N7 1.375
7 N -0.099 -0.370 0.102  C3 1.379, C5 1.338, N6 1.375
8 Cl 2.446 1.659 -0.545  H12 1.343
9 H -2.856 1.111 0.650  C1 1.006
10 H -2.270 0.796 -1.881  C2 1.060
11 H -0.985 0.002 2.034  C3 1.020
12 H 3.181 1.122 0.443  Cl8 1.343
13 H 2.838 -2.402 -0.126  C4 1.078